{"formula": "C19H19N4O3Sr", "method": "the ωB97M-V functional and the def2-TZVPD basis", "gap_ev": 4.992, "relative_energy_kcal_mol": 9.5, "multiplicity": 1, "largest_force_ha_per_bohr": 0.0305, "total_charge": 1, "symbols": ["Sr", "O", "N", "O", "C", "C", "C", "C", "C", "C", "N", "C", "C", "N", "C", "C", "C", "C", "H", "H", "H", "H", "H", "H", "H", "C", "O", "H", "H", "H", "H", "C", "C", "C", "C", "C", "C", "N", "H", "H", "H", "H", "H", "H", "H", "H"], "xyz": [[0.1583, 0.0718, 1.3640], [-2.0577, 0.0072, -6.0273], [-2.7770, 0.1615, -5.0590], [-3.9871, 0.0227, -5.0191], [-2.1319, 0.6245, -3.8126], [-1.7966, 1.8991, -3.6845], [-1.1767, 2.3393, -2.4624], [-0.8043, 3.6792, -2.2637], [-0.2180, 4.0623, -1.0897], [0.0008, 3.0893, -0.1139], [-0.3321, 1.8160, -0.2715], [-0.9262, 1.4308, -1.4379], [-1.3047, 0.0329, -1.6130], [-1.0565, -0.8566, -0.6067], [-1.4011, -2.1238, -0.7799], [-2.0078, -2.5998, -1.9429], [-2.2624, -1.7157, -2.9521], [-1.9096, -0.3651, -2.7987], [-1.9803, 2.6076, -4.4864], [-0.9868, 4.4020, -3.0514], [0.0786, 5.0876, -0.9099], [0.4675, 3.3598, 0.8277], [-1.1781, -2.8074, 0.0333], [-2.2616, -3.6491, -2.0340], [-2.7329, -2.0535, -3.8694], [-2.3039, -1.0075, 3.4756], [-1.2288, -0.0249, 3.4710], [-2.8433, -0.9940, 4.4157], [-1.9103, -2.0068, 3.3119], [-2.9958, -0.7487, 2.6796], [-0.8746, 0.0552, 4.3592], [3.1596, 1.6246, 2.5308], [3.3590, 0.1364, 2.3825], [4.4842, -0.6168, 2.5838], [4.1235, -1.9750, 2.2891], [2.8033, -1.9578, 1.9270], [1.9069, -3.0960, 1.5080], [2.3141, -0.6698, 1.9807], [4.0772, 2.1068, 2.8642], [2.3899, 1.8763, 3.2731], [2.8851, 2.1095, 1.5806], [5.4556, -0.2498, 2.9031], [4.7653, -2.8501, 2.3388], [2.4462, -4.0419, 1.5310], [1.5305, -2.9779, 0.4809], [1.0402, -3.2149, 2.1747]], "atomic_forces_ev_per_a": [[0.6, -0.5, 1.4], [-0.3, -0.1, 0.5], [-0.2, 0.4, -0.5], [0.6, -0.2, 0.1], [-0.2, -1.0, -0.2], [0.2, 0.9, 0.0], [-0.1, 0.1, -0.3], [0.0, 0.2, -0.2], [0.0, 0.1, 0.0], [-0.1, -0.3, -0.1], [-0.3, 0.7, -0.9], [0.2, -0.2, 0.5], [0.2, 0.0, 0.6], [-0.4, -0.1, -0.7], [0.1, 0.2, 0.0], [0.0, -0.2, 0.0], [-0.1, -0.1, -0.3], [-0.1, 0.0, -0.2], [0.0, 0.0, 0.1], [0.0, 0.0, 0.0], [0.0, -0.1, 0.0], [0.0, 0.0, 0.0], [0.0, 0.0, 0.0], [0.0, 0.1, 0.0], [0.0, 0.0, 0.1], [0.2, 0.3, 0.0], [-0.5, -0.3, -0.1], [0.0, 0.1, 0.1], [0.1, -0.1, 0.0], [0.0, 0.1, -0.1], [0.1, 0.0, 0.2], [0.0, -0.2, -0.1], [-0.2, 0.1, -0.1], [0.3, -0.3, 0.0], [0.4, 0.1, 0.1], [-0.2, 0.0, -0.1], [0.1, 0.2, 0.1], [0.0, 0.0, -0.1], [0.0, 0.0, 0.0], [0.0, 0.0, 0.0], [0.0, -0.1, 0.0], [-0.2, -0.1, -0.1], [-0.1, 0.2, 0.0], [0.0, 0.0, 0.0], [0.0, 0.0, 0.0], [0.0, 0.0, 0.0]], "nbo_charge": [1.84, -0.32, 0.51, -0.34, 0.11, -0.15, -0.11, -0.08, -0.24, 0.08, -0.59, 0.23, 0.23, -0.58, 0.08, -0.23, -0.09, -0.12, 0.25, 0.24, 0.25, 0.21, 0.21, 0.25, 0.25, -0.27, -0.81, 0.21, 0.18, 0.19, 0.51, -0.64, 0.08, -0.31, -0.30, 0.08, -0.64, -0.82, 0.25, 0.19, 0.18, 0.22, 0.21, 0.24, 0.18, 0.18]}